Entry from OMol25: C5H4MnO2 as an isolated structure (ωB97M-V with the def2-TZVPD basis set).

Last column: natural (NBO) charge in e.
CARTESIAN COORDINATES (ANGSTROEM)
O1 -2.588 0.717 -0.124  -0.62
C1 -1.618 -0.168 -0.573  -0.14
H1 -2.529 0.892 0.820  0.49
H2 -1.537 0.026 -1.700  0.26
H3 -1.885 -1.222 -0.380  0.23
C2 -0.211 0.036 -0.187  0.11
C3 0.644 -0.762 0.637  -0.13
H4 0.522 -1.640 1.275  0.30
C4 0.465 1.167 0.320  0.05
C5 1.647 0.235 0.454  0.47
O2 2.864 0.346 0.326  -0.82
Mn1 4.226 0.372 -0.867  1.81

Computed properties:
Kohn-Sham gap (alpha / beta) = 5.7 / 5.5 eV
2S+1 = 6
total charge = +2

***

Entry from OMol25: a 3-piece molecular cluster, C4H12O3 overall (ωB97M-V with the def2-TZVPD basis set).

Last column: natural (NBO) charge in e.
CARTESIAN COORDINATES (ANGSTROEM)
C1 1.166 -0.267 -1.297  -0.73
C2 0.047 -1.046 2.271  -0.16
O1 -1.337 -1.273 1.847  -0.80
C3 0.865 -0.391 1.222  -0.44
C4 1.106 -1.025 0.021  -0.35
H1 2.141 -0.385 -1.777  0.18
H2 0.357 -0.603 -1.963  0.18
H3 1.075 0.800 -1.101  0.19
H4 0.008 -0.439 3.179  0.15
H5 0.385 -2.066 2.476  0.15
H6 -1.744 -0.447 1.602  0.43
H7 1.433 0.458 1.624  0.17
H8 0.787 -2.065 0.124  0.17
H9 2.350 0.494 -5.602  0.46
H10 0.948 0.171 -5.735  0.46
O2 1.804 -0.141 -6.103  -0.94
H11 -3.561 2.697 3.776  0.45
H12 -3.628 2.934 2.371  0.43
O3 -4.204 2.593 3.066  -0.99

Computed properties:
Kohn-Sham gap (alpha / beta) = 2.7 / 7.1 eV
2S+1 = 2
total charge = -1

***

Entry from OMol25: a 2-piece molecular cluster, C4H6O4 overall (ωB97M-V with the def2-TZVPD basis set).

Last column: natural (NBO) charge in e.
CARTESIAN COORDINATES (ANGSTROEM)
O1 1.574 1.147 0.311  -0.50
C1 0.787 0.442 0.874  0.56
C2 0.489 -0.808 1.573  -0.58
C3 -0.602 0.274 1.436  0.00
O2 -1.724 0.110 0.656  -0.71
H1 0.401 -1.689 0.949  0.25
H2 0.889 -1.005 2.554  0.24
H3 -0.844 0.840 2.332  0.20
H4 -1.459 -0.369 -0.174  0.50
O3 -0.482 -0.895 -1.537  -0.64
C4 0.204 -0.169 -2.226  0.68
O4 0.200 1.142 -2.229  -0.65
H5 0.780 -0.543 -3.086  0.13
H6 -0.213 1.522 -1.434  0.51

Computed properties:
Kohn-Sham gap = 9.6 eV
2S+1 = 1
SMILES string = O=C1C[C@@H]1O.O=CO
total charge = 0

***

Entry from OMol25: one molecule with the formula C21H20N4O4 (ωB97M-V with the def2-TZVPD basis set).

Last column: natural (NBO) charge in e.
CARTESIAN COORDINATES (ANGSTROEM)
N1 4.916 1.997 -4.201  -0.28
C1 4.488 1.230 -3.458  0.25
C2 4.158 0.124 -2.669  -0.05
C3 4.625 -1.146 -3.046  -0.03
N2 4.142 -1.996 -2.003  -0.48
C4 3.561 -1.284 -1.040  0.25
C5 2.793 -1.677 0.168  0.64
O1 2.913 -2.848 0.588  -0.57
N3 1.995 -0.746 0.829  -0.63
C6 0.584 -0.894 1.080  0.13
C7 0.036 -1.879 1.838  -0.21
C8 -1.333 -1.948 1.952  -0.22
C9 -2.141 -0.972 1.391  -0.01
C10 -3.691 -0.843 1.669  -0.27
C11 -4.528 -2.010 1.040  -0.07
O2 -5.682 -2.367 1.763  -0.47
C12 -5.462 -2.594 3.026  0.97
O3 -6.256 -3.285 3.660  -0.56
O4 -4.288 -2.005 3.609  -0.52
C13 -3.942 -0.772 3.106  -0.08
C14 -1.487 0.037 0.611  -0.21
C15 -0.184 0.029 0.455  -0.01
C16 0.443 1.202 -0.264  0.01
C17 1.038 2.232 0.416  -0.20
C18 1.403 3.547 -0.220  -0.44
C19 1.651 3.374 -1.680  -0.38
C20 0.383 2.694 -2.327  -0.40
C21 0.089 1.338 -1.716  -0.44
N4 3.634 0.020 -1.398  -0.42
H1 5.200 -1.294 -3.971  0.25
H2 4.288 -3.036 -1.940  0.45
H3 2.269 0.216 0.668  0.43
H4 0.693 -2.651 2.215  0.25
H5 -1.829 -2.676 2.635  0.23
H6 -4.051 0.048 1.176  0.21
H7 -4.875 -1.588 0.061  0.20
H8 -3.930 -2.835 0.885  0.19
H9 -3.058 -0.328 3.583  0.21
H10 -4.710 -0.013 3.171  0.18
H11 -2.100 0.843 0.204  0.21
H12 1.306 1.986 1.437  0.20
H13 0.529 4.237 -0.054  0.21
H14 2.343 3.938 0.207  0.22
H15 2.495 2.634 -1.811  0.20
H16 1.899 4.308 -2.147  0.21
H17 0.547 2.666 -3.372  0.21
H18 -0.504 3.303 -2.161  0.19
H19 0.682 0.608 -2.191  0.22
H20 -1.049 1.078 -1.774  0.21

Computed properties:
Kohn-Sham gap = 8.9 eV
2S+1 = 1
SMILES string = N#Cc1c[nH]c(C(=O)Nc2ccc(C3COC(=O)OC3)cc2C2=CCCCC2)n1
total charge = 0

***

Entry from OMol25: a 3-piece molecular cluster, C42H82Cl2F2N7O5PS3 overall (ωB97M-V with the def2-TZVPD basis set).

Last column: Löwdin spin population.
CARTESIAN COORDINATES (ANGSTROEM)
C1 4.562 -1.861 -7.606  0.00
C2 3.206 -1.664 -6.919  0.00
C3 2.703 -2.944 -6.250  0.00
C4 1.219 -2.916 -5.912  0.00
N1 0.875 -1.698 -5.157  0.00
C5 1.115 -1.933 -3.712  0.00
C6 0.839 -0.724 -2.810  0.00
C7 2.053 -0.249 -1.993  0.00
C8 1.703 0.193 -0.568  0.00
N2 2.329 1.478 -0.259  0.00
C9 2.322 1.888 1.126  0.00
F1 1.213 1.352 1.720  0.00
C10 3.568 1.416 1.908  0.00
C11 3.295 0.851 3.295  0.00
C12 3.937 -0.471 3.600  0.00
N3 2.586 1.422 4.183  0.00
C13 2.073 3.433 1.075  0.00
F2 1.564 3.853 2.290  0.00
O1 3.219 4.139 0.676  0.00
C14 3.953 5.123 1.453  0.00
C15 4.313 4.641 2.902  0.00
N4 5.742 4.449 3.148  0.00
C16 3.144 6.419 1.574  0.00
C17 2.835 7.139 0.270  0.00
N5 1.796 8.155 0.475  0.00
C18 5.228 5.428 0.662  0.00
Cl1 5.863 6.988 1.042  0.00
C19 5.981 4.734 -0.205  0.00
C20 7.242 5.253 -0.832  0.00
Cl2 5.649 3.099 -0.707  0.00
P1 0.744 3.798 -0.211  0.00
O2 1.565 4.013 -1.551  0.00
O3 0.381 5.303 0.224  0.00
S1 -0.823 2.688 -0.268  0.00
C21 -0.444 -1.252 -5.414  0.00
S2 -0.794 0.268 -5.821  0.00
S3 -1.733 -2.483 -5.231  0.00
C22 -2.483 -2.479 -6.874  0.00
C23 -3.288 -3.769 -7.041  0.00
C24 -4.205 -3.706 -8.271  0.00
H1 5.096 -2.717 -7.186  0.00
H2 4.443 -2.055 -8.674  0.00
H3 5.205 -0.986 -7.508  0.00
H4 3.277 -0.880 -6.164  0.00
H5 2.456 -1.335 -7.645  0.00
H6 3.301 -3.139 -5.354  0.00
H7 2.860 -3.783 -6.938  0.00
H8 0.919 -3.811 -5.354  0.00
H9 0.650 -2.922 -6.847  0.00
H10 2.171 -2.200 -3.635  0.00
H11 0.526 -2.802 -3.386  0.00
H12 0.025 -0.972 -2.127  0.00
H13 0.483 0.108 -3.417  0.00
H14 2.827 -1.020 -1.968  0.00
H15 2.498 0.611 -2.506  0.00
H16 2.020 -0.580 0.145  0.00
H17 0.625 0.312 -0.467  0.00
H18 3.280 1.494 -0.607  0.00
H19 4.053 0.640 1.311  0.00
H20 4.295 2.214 1.997  0.00
H21 3.903 -0.650 4.674  0.00
H22 3.390 -1.273 3.098  0.00
H23 4.977 -0.495 3.267  0.00
H24 2.164 2.276 3.825  0.00
H25 3.923 5.399 3.582  0.00
H26 3.766 3.738 3.127  0.00
H27 6.013 4.926 3.997  0.00
H28 5.954 3.471 3.305  0.00
H29 2.201 6.173 2.067  0.00
H30 3.675 7.093 2.249  0.00
H31 2.564 6.411 -0.500  0.00
H32 3.726 7.664 -0.085  0.00
H33 1.265 8.287 -0.376  0.00
H34 1.129 7.819 1.159  0.00
H35 7.520 4.633 -1.680  0.00
H36 8.055 5.251 -0.103  0.00
H37 7.094 6.272 -1.195  0.00
H38 2.522 4.027 -1.402  0.00
H39 -0.561 5.309 0.450  0.00
H40 -1.685 -2.438 -7.619  0.00
H41 -3.113 -1.599 -7.001  0.00
H42 -3.887 -3.950 -6.145  0.00
H43 -2.590 -4.602 -7.148  0.00
H44 -5.108 -4.297 -8.107  0.00
H45 -4.525 -2.686 -8.483  0.00
H46 -3.719 -4.116 -9.158  0.00
C25 -2.374 -5.219 -1.818  0.00
C26 -3.548 -5.740 -2.687  0.03
C27 -4.541 -4.620 -3.032  0.02
C28 -5.545 -4.257 -1.939  0.00
C29 -6.214 -5.511 -1.381  0.02
C30 -5.199 -6.537 -0.878  0.03
N6 -4.268 -6.865 -2.011  0.38
O4 -4.771 -7.707 -2.832  0.52
C31 -4.469 -5.988 0.353  0.00
C32 -5.892 -7.825 -0.458  0.00
C33 -2.950 -6.256 -3.986  0.00
H47 -2.347 -5.673 -0.834  0.00
H48 -1.423 -5.464 -2.291  0.00
H49 -2.413 -4.137 -1.691  0.00
H50 -5.108 -4.922 -3.919  0.00
H51 -3.964 -3.739 -3.323  0.00
H52 -5.064 -3.687 -1.140  0.00
H53 -6.304 -3.598 -2.364  0.00
H54 -6.886 -5.260 -0.557  0.00
H55 -6.825 -5.974 -2.162  0.00
H56 -3.705 -6.688 0.694  0.00
H57 -5.197 -5.868 1.155  0.00
H58 -4.004 -5.019 0.195  0.00
H59 -6.517 -8.225 -1.251  0.00
H60 -6.520 -7.615 0.409  0.00
H61 -5.162 -8.585 -0.181  0.00
H62 -2.313 -7.124 -3.819  0.00
H63 -2.344 -5.455 -4.412  0.00
H64 -3.709 -6.533 -4.714  0.00
C34 -3.294 3.593 7.880  0.00
C35 -2.688 2.180 8.076  0.03
C36 -1.279 2.236 8.693  0.02
C37 -0.145 2.568 7.725  0.00
C38 -0.222 1.696 6.475  0.02
C39 -1.578 1.791 5.782  0.03
N7 -2.639 1.428 6.780  0.38
O5 -2.762 0.163 6.926  0.52
C40 -1.764 3.197 5.195  0.00
C41 -1.660 0.810 4.621  0.00
C42 -3.600 1.419 9.029  0.00
H65 -3.464 3.833 6.837  0.00
H66 -4.266 3.654 8.367  0.00
H67 -2.658 4.370 8.305  0.00
H68 -1.068 1.262 9.145  0.00
H69 -1.304 2.958 9.512  0.00
H70 -0.158 3.629 7.460  0.00
H71 0.809 2.394 8.226  0.00
H72 0.553 1.970 5.759  0.00
H73 -0.034 0.654 6.750  0.00
H74 -2.748 3.298 4.736  0.00
H75 -1.014 3.338 4.415  0.00
H76 -1.634 3.998 5.917  0.00
H77 -1.435 -0.205 4.935  0.00
H78 -0.937 1.107 3.859  0.00
H79 -2.656 0.820 4.176  0.00
H80 -4.581 1.255 8.581  0.00
H81 -3.724 2.023 9.929  0.00
H82 -3.188 0.454 9.309  0.00

Computed properties:
Kohn-Sham gap (alpha / beta) = 7.5 / 8.1 eV
2S+1 = 3
total charge = 0

***

Entry from OMol25: one molecule with the formula C4H9NOS (ωB97M-V with the def2-TZVPD basis set).

Last column: natural (NBO) charge in e.
CARTESIAN COORDINATES (ANGSTROEM)
C1 2.381 0.361 -0.782  -0.42
N1 1.158 0.781 -0.123  -0.62
C2 -0.057 0.370 -0.570  0.67
O1 -0.186 -0.258 -1.605  -0.63
C3 -1.218 0.616 0.375  -0.50
C4 -1.619 -0.675 1.114  -0.51
S1 -2.392 -1.978 0.124  -0.04
H1 2.318 -0.690 -1.044  0.22
H2 3.248 0.503 -0.142  0.20
H3 2.557 0.915 -1.706  0.20
H4 1.262 1.433 0.633  0.40
H5 -1.005 1.359 1.144  0.21
H6 -2.066 0.926 -0.243  0.24
H7 -2.316 -0.415 1.910  0.23
H8 -0.726 -1.083 1.596  0.21
H9 -1.341 -2.167 -0.682  0.15

Computed properties:
Kohn-Sham gap = 9.6 eV
2S+1 = 1
SMILES string = CNC(=O)CCS
total charge = 0

***

Energy above the lowest of the compared OMol25 structures with the same formula, charge and spin for every record listed, in sequence, given in kcal per mole: 45.2 50.5 69.6 111.4 0.0 9.1.